i) Below is a cluster of 4 separate species, C3H14NO3S in total, with properties calculated with ωB97M-V with the def2-TZVPD basis set.

Values from the calculation:
Orbital gap: 6.63 eV
HOMO energy: -3.017 eV
Net charge: -1

Atoms and positions in Å:
C 1.4602 -1.2671 0.5112
N 0.7027 -0.1543 -0.0958
C 1.2042 0.1728 -1.4306
C 0.2303 -0.1468 -2.5827
S -0.9675 -1.5033 -2.1856
H 1.3543 -1.1850 1.5890
H 2.4900 -1.1472 0.1643
H 1.2151 -2.2292 0.0436
H -0.2684 -0.4426 -0.2013
H 1.4206 1.2481 -1.5586
H 2.1718 -0.2948 -1.6183
H 0.7258 -0.5679 -3.4586
H -0.2835 0.7436 -2.9543
H -2.3123 0.3910 0.1665
H -2.7690 -0.9570 -0.2680
O -2.4501 -0.4945 0.5217
H 0.9195 1.6944 0.9320
H -0.2033 1.6650 1.7825
O 0.7180 1.9792 1.8483
H -2.2812 0.4138 2.4445
H -1.1498 0.9128 3.4251
O -1.9272 1.1690 2.9251


ii) Below is a cluster of 4 separate species, C3H14NO3S in total, with properties calculated with ωB97M-V with the def2-TZVPD basis set.

Values from the calculation:
Orbital gap: 6.99 eV
HOMO energy: -3.398 eV
Net charge: -1

Atoms and positions in Å:
C -0.5726 2.7146 -0.2333
N -0.3250 1.2571 -0.3504
C 0.7101 0.6618 0.5715
C 0.7391 -0.8389 0.2620
S -0.6878 -1.8604 0.8832
H -1.1894 2.9615 0.6557
H -1.0082 3.0488 -1.1847
H 0.3916 3.2499 -0.1699
H -1.1914 0.7237 -0.3372
H 1.6733 1.1267 0.3223
H 0.4891 0.8514 1.6191
H 1.6802 -1.2111 0.6794
H 0.7410 -1.2243 -0.7466
H -0.7773 -1.0040 2.9592
H 0.1504 -1.0024 4.1583
O -0.7843 -0.9695 3.9328
H 0.0492 0.6940 -2.1594
H 0.9268 -0.4874 -2.6990
O 0.4471 0.3117 -2.9711
H -1.0861 -2.5514 -1.5240
H 0.0113 -3.5776 -1.5674
O -0.3870 -2.8742 -2.1003


Q: What are the energies relative to the best structure? A: i) 0.498; ii) 0.000, in eV.


i) Below is the ion C3H5N2 with charge +1, with properties calculated with ωB97M-V with the def2-TZVPD basis set.

Values from the calculation:
Orbital gap (alpha / beta): 10.12 / 7.96 eV
HOMO energy (alpha / beta): -14.223 / -16.988 eV
Net charge: +1
Spin multiplicity: 3

Atoms and positions in Å:
C -0.0450 -1.2547 0.2105
C 1.1841 -0.6491 -0.1223
C -1.1058 0.5189 -0.1200
N -1.1892 -0.8964 0.1342
N 0.3864 0.8771 0.0732
H 1.9357 -0.7431 0.5522
H 1.5182 -0.8589 -1.1188
H -1.6225 0.5933 -1.1546
H -1.7020 1.2502 0.5161
H 0.6402 1.1628 1.0296


ii) Below is a cluster of 2 separate species, C3H5N2 in total, with properties calculated with ωB97M-V with the def2-TZVPD basis set.

Values from the calculation:
Orbital gap (alpha / beta): 7.73 / 6.49 eV
HOMO energy (alpha / beta): -13.660 / -15.000 eV
Net charge: +1
Spin multiplicity: 3

Atoms and positions in Å:
C -1.6119 -0.1517 0.0591
C 0.4470 0.7293 -0.1571
C 0.5627 -0.7052 0.0577
N -0.6440 -1.2055 0.1131
N -0.9295 0.9455 -0.0310
H 1.0139 1.5039 0.4597
H 1.0466 1.0383 -1.0760
H 2.5261 -1.8256 0.2581
H -0.9556 -2.1821 0.3197
H -1.4553 1.8530 -0.0032


Q: What are the energies relative to the best structure? A: i) 0.000; ii) 1.570, in eV.


i) Below is a cluster of 2 separate species, C2H5N2O2 in total, with properties calculated with ωB97M-V with the def2-TZVPD basis set.

Values from the calculation:
Orbital gap: 8.88 eV
HOMO energy: -4.620 eV
Net charge: -1

Atoms and positions in Å:
N -1.0294 0.4310 -0.6426
C -0.3708 -0.4078 -1.4684
N -0.5153 -0.4784 -2.7467
H -1.4285 1.2630 -1.0473
H -0.6640 0.4664 0.3349
H 0.2605 -1.0969 -0.9064
H 0.0969 -1.2174 -3.0787
O -0.2629 0.4546 1.9854
C 0.9174 0.2754 2.3792
O 1.9743 0.7690 1.9643
H 1.0217 -0.4587 3.2264


ii) Below is a cluster of 2 separate species, C2H5N2O2 in total, with properties calculated with ωB97M-V with the def2-TZVPD basis set.

Values from the calculation:
Orbital gap: 9.07 eV
HOMO energy: -4.594 eV
Net charge: -1

Atoms and positions in Å:
N -0.9689 0.5955 -0.4593
C 0.1390 0.6867 -1.2168
N 0.1446 0.7236 -2.5180
H -1.8308 0.6012 -0.9814
H -0.9152 0.1137 0.4388
H 1.0904 0.8578 -0.7073
H 1.1112 0.4866 -2.7413
O -0.9547 -0.9926 2.0584
C 0.3120 -1.0403 2.0415
O 1.0668 -1.2089 1.0740
H 0.8055 -0.8234 3.0113


Q: What are the energies relative to the best structure? A: i) 0.000; ii) 0.333, in eV.


i) Below is a structure of composition C5H6N2, with properties calculated with ωB97M-V with the def2-TZVPD basis set.

Values from the calculation:
Orbital gap: 9.62 eV
HOMO energy: -8.907 eV

Atoms and positions in Å:
C 0.1868 1.8864 0.3732
C 1.4582 0.9973 0.4423
C 0.4370 -0.0226 0.1425
N 0.4667 -1.3963 0.0216
C -0.6620 -1.6914 -0.3818
C -1.6958 -2.1681 -0.9851
N -0.6371 0.6851 0.1279
H 0.1598 2.5813 -0.4646
H -0.0904 2.3995 1.2959
H 2.2103 1.1287 -0.3337
H 1.9205 0.8974 1.4256
H -1.0650 -3.0801 -1.0900
H -2.6889 -2.2170 -0.5737


ii) Below is a structure of composition C5H6N2, with properties calculated with ωB97M-V with the def2-TZVPD basis set.

Values from the calculation:
Orbital gap: 10.99 eV
HOMO energy: -9.790 eV

Atoms and positions in Å:
N 0.8361 1.7929 -0.4964
C -0.3856 2.0384 -0.3557
C -0.1685 0.8316 -1.1205
C -0.4003 -0.5003 -0.4448
C 0.8083 -1.1773 0.2594
C -0.0468 -0.8829 1.4556
N -1.0604 -0.3431 0.8847
H -0.2158 0.8284 -2.2083
H -0.9726 -1.1660 -1.0994
H 0.9521 -2.2432 0.0586
H 1.7569 -0.6390 0.1656
H 0.0565 -1.0781 2.5235
H -1.0388 2.6961 0.2043


Q: What are the energies relative to the best structure? A: i) 0.754; ii) 0.000, in eV.


i) Below is an isolated molecule of C5H6N2, with properties calculated with ωB97M-V with the def2-TZVPD basis set.

Values from the calculation:
Orbital gap: 10.94 eV
HOMO energy: -9.817 eV
SMILES string: C1=N[C@H]1C[C@H]1C=N1

Atoms and positions in Å:
C 1.5894 -0.7271 1.1020
N 2.4854 -0.5013 0.2528
C 1.2973 0.4481 0.3163
C 0.2688 0.4135 -0.7959
C -1.1425 0.5174 -0.2389
C -2.0567 -0.6045 -0.2235
N -1.5089 -0.4372 0.8914
H 1.3362 -1.4540 1.8648
H 1.5014 1.4321 0.7430
H 0.3919 -0.5251 -1.3503
H 0.4446 1.2316 -1.5053
H -1.5410 1.5267 -0.1258
H -2.7525 -1.2891 -0.6961


ii) Below is an isolated molecule of C5H6N2, with properties calculated with ωB97M-V with the def2-TZVPD basis set.

Values from the calculation:
Orbital gap: 8.67 eV
HOMO energy: -8.551 eV
SMILES string: C1=CCN=NC=C1

Atoms and positions in Å:
C -0.1154 0.0738 1.2326
C 0.8639 -0.6412 0.6017
C 1.1052 -0.6013 -0.8720
N 0.0033 -1.2866 -1.5145
N -1.0905 -0.7756 -1.4843
C -1.5347 0.3968 -0.8521
C -1.1820 0.6088 0.4839
H -0.3586 0.2296 2.3188
H 1.6335 -1.1724 1.1497
H 1.0450 0.4432 -1.2023
H 1.9289 -1.0376 -1.3774
H -2.4049 0.7077 -1.3030
H -1.8266 1.3322 0.9409


iii) Below is a structure of composition C5H6N2, with properties calculated with ωB97M-V with the def2-TZVPD basis set.

Values from the calculation:
Orbital gap: 9.71 eV
HOMO energy: -8.738 eV

Atoms and positions in Å:
C -1.3825 -0.6010 -0.0999
C -1.0356 0.8163 0.4314
C 0.2414 0.5446 -0.2670
N 1.4572 1.2405 -0.7321
C 2.0925 0.1800 -0.3691
C 0.9540 -0.7160 0.0302
N -0.1464 -0.6513 -1.0062
H -2.2902 -0.6477 -0.6984
H -1.3990 -1.3860 0.6613
H -1.6358 1.6008 -0.0334
H -0.9329 0.9971 1.5035
H 3.1650 0.0836 -0.2353
H 0.9122 -1.4609 0.8152


iv) Below is an isolated molecule of C5H6N2, with properties calculated with ωB97M-V with the def2-TZVPD basis set.

Values from the calculation:
Orbital gap: 9.35 eV
HOMO energy: -8.656 eV
SMILES string: [H]/N=C\NC(=C)C#C

Atoms and positions in Å:
H -3.0732 -0.6834 -0.2691
N -2.8067 0.3601 -0.0264
C -1.5227 0.4898 0.0898
N -0.6438 -0.5856 0.0171
C 0.7694 -0.5953 -0.0179
C 1.4763 -1.7276 0.0879
C 1.3728 0.6942 -0.0770
C 1.8553 1.7826 -0.0553
H -1.1292 1.5352 0.4731
H -1.0650 -1.5531 -0.4382
H 0.9612 -2.6849 0.0906
H 2.5242 -1.6915 -0.0366
H 2.2292 2.7940 0.0800


Q: What are the energies relative to the best structure? A: i) 1.000; ii) 0.000; iii) 1.355; iv) 0.297, in eV.


i) Below is a structure of composition C5H6N2, with properties calculated with ωB97M-V with the def2-TZVPD basis set.

Values from the calculation:
Orbital gap (alpha / beta): 7.46 / 7.49 eV
HOMO energy (alpha / beta): -7.099 / -7.032 eV

Atoms and positions in Å:
C 0.2931 0.7708 -1.3015
C 1.4085 -0.2331 -1.1708
C 0.9353 -0.3169 0.2858
N 0.3377 -1.3334 1.0320
C -0.8103 -0.8908 1.4207
C -1.1789 0.4636 0.8229
N 0.0063 0.6537 0.0164
H -1.9949 0.3823 0.1092
H 0.1495 1.6812 -1.8679
H 1.2467 -1.1838 -1.6868
H 2.4153 0.1445 -1.3663
H -1.4256 -1.3969 2.1577
H -1.3828 1.2587 1.5488


ii) Below is a cluster of 2 separate species, C5H6N2 in total, with properties calculated with ωB97M-V with the def2-TZVPD basis set.

Values from the calculation:
Orbital gap: 9.23 eV
HOMO energy: -8.891 eV
SMILES string: C=CC#N.C=C=N

Atoms and positions in Å:
C -0.1944 -1.9708 -0.7245
C -0.1129 -0.7294 -1.2006
C -1.3957 -0.0359 -1.4055
N -2.3979 0.4819 -1.6506
H 0.6342 -2.5956 -0.6347
H -1.1356 -2.4354 -0.3386
H 0.7211 -0.2045 -1.6539
C -0.1996 0.6934 1.3292
C 0.7413 1.5555 1.3363
N 1.8350 2.0983 1.5020
H 0.0414 -0.3387 1.5304
H -1.1697 1.0682 1.1289
H 2.6328 2.4130 0.7818


iii) Below is an isolated molecule of C5H6N2, with properties calculated with ωB97M-V with the def2-TZVPD basis set.

Values from the calculation:
Orbital gap: 10.02 eV
HOMO energy: -9.012 eV
SMILES string: N=C=CC[C@H]1C=N1

Atoms and positions in Å:
N 1.5288 -1.6924 0.8171
C 1.4770 -0.4665 0.7018
C 1.2308 0.7660 0.3380
C 0.3623 0.8102 -0.9094
C -1.0640 0.3578 -0.5719
C -1.4097 -0.6980 0.3604
N -1.4803 0.4390 0.8926
H 0.6226 -2.0260 1.1686
H 1.3495 1.6271 0.9853
H 0.7971 0.1706 -1.6892
H 0.3116 1.8263 -1.3155
H -1.8359 0.6528 -1.2848
H -1.6194 -1.7238 0.6442


Q: What are the energies relative to the best structure? A: i) 0.762; ii) 0.000; iii) 0.340, in eV.